Computed, not measured: a cluster of 11 separate species, C59H122N8O9 in total at a distorted geometry, with ωB97M-V with the def2-TZVPD basis set.

Structure (XYZ):
```
198
Properties=species:S:1:pos:R:3:forces:R:3
C 20.793 17.014 14.294 -0.496 0.219 -0.592
C 19.708 16.583 13.265 -0.551 -1.832 0.796
C 20.430 16.329 11.935 0.303 0.734 -0.051
C 19.143 15.213 13.868 -0.071 0.795 -0.527
C 17.967 14.632 13.069 1.192 0.871 0.206
C 16.871 15.669 13.025 -0.393 0.071 0.377
C 17.278 17.128 12.665 -1.734 0.606 -0.894
C 17.167 17.260 11.107 0.664 0.411 0.816
C 16.161 18.044 13.284 0.669 0.204 -0.443
N 18.574 17.517 13.165 0.672 -2.095 1.938
O 18.974 18.818 12.932 -0.201 0.596 -0.842
H 21.630 16.317 14.269 -0.160 -0.269 -0.056
H 21.233 17.978 14.038 -0.257 0.220 0.205
H 20.371 16.986 15.299 0.042 0.364 0.035
H 19.850 15.974 11.083 -0.197 -0.201 0.302
H 20.816 17.306 11.645 0.175 0.110 -0.265
H 21.300 15.689 12.079 -0.130 -0.157 -0.012
H 19.985 14.531 13.986 0.057 -0.177 -0.375
H 18.775 15.346 14.885 0.021 0.494 0.175
H 18.304 14.450 12.049 -0.070 -0.552 -0.037
H 17.636 13.728 13.582 -0.098 -0.149 -0.433
H 16.306 15.669 13.958 0.367 0.147 0.483
H 16.101 15.327 12.333 -0.025 0.252 -0.425
H 16.153 17.057 10.762 0.167 -0.568 -0.130
H 17.976 16.625 10.746 -0.582 -0.301 -0.677
H 17.386 18.261 10.736 0.152 0.223 0.306
H 16.168 18.108 14.372 0.111 -0.439 0.113
H 15.179 17.722 12.939 -0.032 -0.174 0.065
H 16.270 19.074 12.945 0.124 0.130 -0.201
H 18.532 19.294 13.638 0.128 0.624 0.092
C 20.391 23.414 13.823 0.022 0.186 -1.169
C 19.988 22.509 14.969 1.616 -0.069 0.978
C 20.799 21.185 14.905 -0.231 0.143 0.476
C 20.372 23.321 16.220 -0.134 -0.824 0.670
C 19.854 22.718 17.510 0.525 0.495 -0.554
C 18.362 22.539 17.445 0.655 0.487 0.897
C 17.877 21.745 16.231 0.062 0.048 0.918
C 18.106 20.238 16.525 0.195 0.079 -1.585
C 16.403 22.012 16.120 -1.945 0.365 -0.690
N 18.536 22.275 14.983 0.910 2.303 3.682
O 18.187 21.570 13.921 -1.101 -2.267 -2.907
H 21.421 23.760 13.739 0.379 -0.119 1.311
H 20.418 22.916 12.854 -1.189 -0.070 -0.317
H 19.802 24.329 13.892 -0.304 -0.094 -0.607
H 20.248 20.435 14.337 0.276 0.066 -0.188
H 21.801 21.326 14.500 -0.107 0.091 -0.274
H 20.957 20.780 15.904 -0.088 -0.045 0.077
H 21.456 23.398 16.311 0.092 0.145 -0.426
H 19.938 24.321 16.211 0.083 0.167 -0.511
H 20.310 21.762 17.769 0.280 -0.010 -0.095
H 20.124 23.441 18.279 -0.122 -0.242 0.406
H 17.870 23.507 17.541 -0.072 0.118 -0.382
H 18.229 22.065 18.418 -1.178 -0.601 -0.225
H 17.909 19.747 15.572 0.127 -0.385 -0.142
H 17.408 19.749 17.205 0.049 0.574 0.355
H 19.144 20.030 16.782 -0.144 -0.081 0.217
H 15.798 21.656 16.953 0.435 -0.379 0.308
H 15.881 21.644 15.237 0.466 -0.680 -0.198
H 16.086 23.053 16.056 0.775 0.465 0.156
H 17.898 22.212 13.268 -0.229 0.002 -0.215
C 10.056 17.366 9.138 0.460 -0.679 0.857
C 11.588 17.382 8.801 -1.470 -0.204 0.157
C 11.776 18.556 7.870 0.316 0.586 -1.008
C 12.415 17.672 10.121 -0.897 0.493 -0.750
C 12.663 16.504 11.003 -0.335 -0.278 -0.530
C 13.279 15.421 10.156 -0.623 -0.755 -0.272
C 12.349 14.916 8.960 -1.453 0.767 0.780
C 13.187 13.988 8.136 0.612 -0.764 -0.480
C 11.110 14.089 9.490 0.045 0.164 0.163
N 11.870 16.080 8.154 3.471 0.257 1.577
O 11.319 15.791 6.901 -0.196 0.240 1.186
H 9.816 16.580 9.853 0.363 0.154 0.620
H 9.744 18.318 9.568 -0.357 -0.014 -0.373
H 9.442 16.990 8.319 0.036 0.892 -0.563
H 11.376 19.468 8.313 -0.125 -0.039 0.173
H 12.795 18.806 7.576 0.317 -0.379 0.340
H 11.263 18.419 6.918 -0.268 -0.178 0.088
H 13.366 18.173 9.939 0.101 -0.074 -0.610
H 11.853 18.380 10.731 -0.317 0.382 -0.366
H 13.273 16.876 11.826 0.205 -0.512 0.185
H 11.713 16.146 11.398 -0.043 -0.103 0.266
H 13.485 14.583 10.821 0.038 -0.484 -0.261
H 14.236 15.728 9.734 0.034 0.200 -0.136
H 14.014 14.516 7.659 -0.004 0.070 -0.003
H 12.668 13.412 7.370 -0.335 0.397 -0.100
H 13.604 13.216 8.783 0.154 0.040 0.202
H 10.501 13.719 8.665 0.360 -0.279 -0.347
H 10.348 14.595 10.083 0.448 0.632 0.216
H 11.404 13.243 10.111 0.240 -0.217 -0.194
H 10.432 15.548 7.178 -0.701 -0.279 -0.735
C 17.304 17.902 19.438 -0.592 0.837 0.504
C 17.813 16.941 18.408 0.923 0.105 0.649
C 19.354 16.744 18.539 0.251 -0.518 -0.408
C 19.878 16.052 19.721 -0.158 -1.569 2.540
N 20.237 15.522 20.702 -0.679 1.267 -2.334
H 17.178 17.480 20.434 0.162 -0.013 -0.015
H 16.346 18.320 19.130 -0.316 -0.220 0.071
H 17.936 18.789 19.497 0.288 -0.043 0.179
H 17.574 17.396 17.447 0.357 -0.457 -0.314
H 17.319 15.975 18.513 0.064 -0.017 -0.316
H 19.963 17.647 18.578 -0.486 0.559 -0.548
H 19.685 16.164 17.677 0.165 0.012 -0.098
C 12.966 21.556 10.873 1.391 0.865 0.305
C 14.403 21.401 11.454 0.049 -0.989 0.021
C 15.617 21.663 10.526 -1.446 0.249 -0.341
C 15.466 21.166 9.171 0.172 0.074 1.846
N 15.266 20.836 8.108 -0.327 -0.796 -2.199
H 12.910 22.584 10.515 -0.232 0.006 -0.454
H 12.173 21.491 11.617 0.248 -0.402 0.133
H 12.818 20.854 10.052 -0.122 0.096 0.037
H 14.555 20.382 11.808 -0.306 -0.174 0.200
H 14.648 22.039 12.304 -0.680 0.077 0.197
H 16.480 21.198 11.003 0.277 0.694 -0.161
H 15.605 22.737 10.344 0.977 0.213 0.491
C 14.646 12.910 14.262 -1.232 -0.884 -0.073
C 13.463 12.218 13.552 -0.542 -0.299 -0.299
C 13.915 11.122 12.507 -0.945 1.278 0.680
C 14.598 9.977 13.088 0.418 -0.079 0.382
N 15.134 9.089 13.590 -0.300 0.277 -0.256
H 14.715 12.522 15.278 0.124 0.232 0.018
H 14.376 13.965 14.299 0.826 0.084 0.036
H 15.556 12.628 13.732 0.180 0.729 -0.003
H 12.843 12.949 13.033 0.523 0.226 -0.773
H 12.677 11.925 14.247 0.419 -0.912 0.366
H 14.549 11.701 11.836 0.359 -0.563 -0.202
H 13.065 10.744 11.938 -0.064 0.063 -0.013
C 13.405 18.130 16.134 -0.391 0.443 -0.196
C 12.451 18.987 16.962 0.071 0.486 0.474
C 13.037 20.397 17.318 -0.396 0.326 -0.993
C 13.089 21.252 16.098 0.224 -0.927 1.059
N 13.169 21.841 15.123 -0.076 0.435 -0.603
H 14.394 18.241 16.578 0.176 -0.544 -0.283
H 13.411 18.445 15.090 0.324 0.486 0.027
H 13.058 17.102 16.037 0.233 -0.135 0.600
H 12.214 18.505 17.911 0.101 -0.119 0.037
H 11.502 19.092 16.436 -0.030 0.242 0.051
H 14.038 20.376 17.749 0.170 -0.413 -0.213
H 12.474 20.965 18.059 -0.445 -0.305 -0.016
C 19.310 10.527 14.595 -1.090 1.027 0.011
C 17.766 10.636 14.649 0.445 -0.374 -1.087
C 17.075 11.010 15.927 0.197 -0.709 0.668
C 17.290 12.308 16.526 0.218 -0.439 -0.628
N 17.423 13.333 17.005 0.170 1.186 0.496
H 19.598 10.306 13.567 0.082 -0.291 0.114
H 19.730 9.806 15.296 -0.061 0.025 -0.074
H 19.695 11.528 14.794 0.393 -0.051 0.233
H 17.325 9.668 14.410 0.108 -0.008 -0.159
H 17.395 11.314 13.879 0.297 0.046 -0.341
H 17.422 10.267 16.646 -0.509 -0.048 0.429
H 16.004 10.932 15.741 -0.005 -0.334 0.311
C 16.340 13.011 10.056 1.557 -0.928 -0.948
O 16.882 12.089 11.051 -0.566 0.388 0.382
C 17.608 10.971 10.521 -0.517 0.511 -1.657
C 16.734 9.784 10.021 0.399 1.132 0.021
O 16.221 9.999 8.700 -0.090 -0.344 -0.299
C 15.657 8.817 8.088 0.909 -0.015 0.636
H 17.191 13.463 9.547 0.294 -0.131 -0.336
H 15.798 13.910 10.349 -0.310 -0.648 1.254
H 15.781 12.454 9.304 -0.190 0.039 0.085
H 18.423 10.629 11.160 -0.746 -0.005 1.053
H 18.235 11.302 9.693 -0.258 0.266 -0.656
H 15.886 9.699 10.700 0.092 -0.522 0.233
H 17.427 8.943 10.059 -0.346 -0.534 -0.076
H 15.044 8.253 8.791 -0.480 0.272 0.033
H 16.438 8.110 7.810 0.433 0.038 -0.014
H 15.138 9.044 7.157 -0.157 0.472 0.387
C 27.598 14.767 16.310 -0.390 -0.668 0.536
O 26.472 14.710 15.448 -0.032 1.045 -0.493
C 26.061 16.022 15.076 -0.037 -0.148 -1.333
C 25.033 16.092 13.926 0.020 0.260 0.428
O 25.375 15.275 12.863 0.284 -0.916 -0.876
C 24.508 15.444 11.767 -0.127 0.077 -0.324
H 27.209 14.864 17.324 0.270 -0.150 0.324
H 28.327 15.567 16.182 -0.287 0.391 -0.643
H 28.153 13.837 16.186 -0.190 -0.091 0.171
H 26.928 16.537 14.660 0.317 0.165 0.209
H 25.668 16.617 15.901 -0.021 -0.074 0.338
H 25.041 17.105 13.523 0.102 0.647 0.429
H 23.995 15.935 14.221 -0.185 -0.435 0.392
H 24.776 14.794 10.933 0.176 -0.345 0.408
H 24.528 16.442 11.328 0.259 0.506 0.268
H 23.466 15.274 12.037 -0.131 -0.267 0.166
C 19.288 19.077 7.907 -1.475 -0.345 0.339
O 20.336 19.906 8.292 0.686 -0.086 -1.455
C 20.359 20.277 9.620 0.949 0.774 0.078
C 19.143 21.048 10.106 0.267 -0.004 0.164
O 18.675 22.207 9.380 0.401 -1.028 -0.203
C 19.542 23.339 9.354 -0.081 -0.370 0.735
H 18.986 18.393 8.700 0.289 -0.356 0.358
H 19.476 18.462 7.027 0.611 0.339 -0.018
H 18.371 19.635 7.721 -0.076 0.344 -0.258
H 21.285 20.836 9.759 0.018 0.438 -0.228
H 20.558 19.402 10.238 -0.680 -0.288 0.505
H 19.375 21.284 11.145 -0.125 0.333 0.335
H 18.385 20.265 10.143 -0.763 0.622 -0.204
H 19.642 23.696 10.379 0.211 0.235 0.207
H 19.098 24.145 8.769 -0.263 -0.342 -0.083
H 20.541 23.151 8.961 -0.002 -0.324 -0.139
```
Forces are in eV/Å.

## Properties
Charge: 0
Frontier orbital gap (eV): 8.261
Max |F| (eV/Å): 4.44
SMILES: CC1(C)CCCC(C)(C)N1O.CC1(C)CCCC(C)(C)N1O.CC1(C)CCCC(C)(C)N1O.CCCC#N.CCCC#N.CCCC#N.CCCC#N.CCCC#N.COCCOC.COCCOC.COCCOC
LUMO (eV): 0.3
HOMO level (eV): -7.99